[1]
Density functional theory data (ωB97M-V with the def2-TZVPD basis set) for a cluster of 9 separate species, C48H116N6O13 in total at a distorted geometry.

As for the SMILES: CC1(C)CCCC(C)(C)N1O.CC1(C)CCCC(C)(C)N1O.COCCNCCOC.COCCNCCOC.COCCNCCOC.COCCNCCOC.CCO.CCO.CCO. The calculation puts the HOMO energy at -0.2890 Eh. For the max |F|, the calculation gives 3.62 eV/Å. The charge is 0. The orbital gap comes out at 8.4 eV.

Each line ends with the Mulliken charge.
Element x y z (Å)
C1 -6.384 -3.358 5.734  -1.859
C2 -6.039 -3.385 4.215  1.224
C3 -5.927 -4.841 3.717  -1.783
C4 -7.355 -2.691 3.690  -1.094
C5 -7.159 -2.242 2.256  -0.919
C6 -5.964 -1.226 2.136  -0.976
C7 -4.585 -1.862 2.703  2.107
C8 -3.939 -2.807 1.682  -1.864
C9 -3.605 -0.660 2.868  -2.019
N1 -4.871 -2.537 4.002  0.395
O1 -3.767 -3.037 4.626  -0.432
H1 -6.305 -2.331 6.091  0.479
H2 -7.412 -3.706 5.829  0.417
H3 -5.657 -3.843 6.386  0.343
H4 -6.802 -5.313 4.164  0.508
H5 -6.010 -4.971 2.637  0.322
H6 -4.999 -5.292 4.069  0.340
H7 -8.098 -3.471 3.523  0.472
H8 -7.753 -1.839 4.241  0.419
H9 -7.114 -3.049 1.524  0.322
H10 -8.033 -1.604 2.124  0.429
H11 -6.279 -0.302 2.621  0.513
H12 -5.807 -0.967 1.089  0.172
H13 -4.517 -3.707 1.473  0.392
H14 -2.963 -3.116 2.057  0.347
H15 -3.751 -2.342 0.715  0.385
H16 -3.322 -0.230 1.908  0.038
H17 -2.685 -0.906 3.398  0.440
H18 -4.059 0.177 3.399  0.449
H19 -3.414 -2.214 4.971  0.387
C10 -0.558 2.833 -7.346  -1.600
C11 -1.061 1.392 -7.282  2.048
C12 -2.613 1.409 -7.344  -1.907
C13 -0.548 0.493 -8.409  -1.270
C14 0.841 -0.050 -8.265  -0.776
C15 1.005 -0.743 -6.951  -1.293
C16 0.654 0.158 -5.724  2.403
C17 0.677 -0.721 -4.469  -2.333
C18 1.696 1.345 -5.514  -1.348
N2 -0.740 0.705 -5.978  -0.359
O2 -1.274 1.360 -4.904  0.020
H20 -1.298 3.435 -7.873  0.548
H21 -0.374 3.348 -6.404  0.076
H22 0.350 2.857 -7.950  0.346
H23 -2.956 1.475 -8.376  0.432
H24 -2.951 0.444 -6.966  0.444
H25 -2.946 2.167 -6.635  0.266
H26 -1.145 -0.418 -8.453  0.391
H27 -0.548 1.085 -9.325  0.419
H28 0.854 -0.778 -9.076  0.381
H29 1.670 0.610 -8.518  0.375
H30 2.061 -1.015 -6.967  0.396
H31 0.574 -1.744 -6.960  0.431
H32 0.698 -0.146 -3.543  0.107
H33 1.639 -1.233 -4.435  0.396
H34 -0.126 -1.445 -4.333  0.426
H35 2.565 0.939 -4.996  0.436
H36 1.315 2.207 -4.967  0.014
H37 1.937 1.790 -6.480  0.371
H38 -0.652 2.090 -4.872  -0.060
C19 2.754 8.307 6.743  -0.719
O3 2.647 6.916 6.635  -0.314
C20 3.526 6.128 5.759  -0.559
C21 2.998 4.706 5.717  -0.585
N3 1.668 4.551 5.064  -0.122
C22 1.344 3.133 4.936  -0.895
C23 0.177 2.802 4.094  -0.438
O4 0.349 3.472 2.852  -0.278
C24 -0.913 3.559 2.188  -0.404
H39 2.810 8.753 5.749  0.309
H40 3.556 8.635 7.405  0.259
H41 1.836 8.682 7.195  0.233
H42 4.566 6.174 6.080  0.370
H43 3.441 6.537 4.752  0.313
H44 3.008 4.239 6.702  0.302
H45 3.608 4.135 5.017  0.403
H46 1.013 5.115 5.586  0.211
H47 1.125 2.683 5.904  0.356
H48 2.196 2.614 4.496  0.382
H49 -0.730 3.002 4.665  0.417
H50 0.122 1.717 4.007  0.289
H51 -1.547 2.675 2.265  0.110
H52 -0.759 3.805 1.137  0.051
H53 -1.569 4.342 2.568  0.340
C25 3.416 -2.564 -1.167  -0.415
O5 4.765 -2.535 -0.692  -0.439
C26 5.264 -1.239 -0.553  -0.460
C27 6.755 -1.275 -0.298  -0.652
N4 7.093 -2.200 0.748  -0.266
C28 8.512 -2.541 0.674  -0.818
C29 9.510 -1.446 0.967  -0.579
O6 9.687 -0.773 -0.308  -0.289
C30 10.324 0.500 -0.266  -0.800
H54 3.255 -2.038 -2.109  0.289
H55 2.796 -2.163 -0.366  0.055
H56 3.249 -3.610 -1.424  0.259
H57 4.688 -0.650 0.161  0.275
H58 5.108 -0.664 -1.466  0.451
H59 6.998 -0.234 -0.089  0.230
H60 7.315 -1.490 -1.209  0.396
H61 6.526 -3.005 0.523  0.243
H62 8.769 -3.002 -0.279  0.424
H63 8.730 -3.316 1.409  0.479
H64 10.421 -1.960 1.272  0.397
H65 9.215 -0.744 1.747  0.354
H66 9.891 1.178 0.470  0.337
H67 10.135 0.942 -1.245  0.248
H68 11.405 0.419 -0.149  0.293
C31 3.746 -1.969 2.940  -0.616
O7 2.869 -2.730 3.874  -0.498
C32 1.435 -2.491 3.535  0.441
C33 0.578 -3.577 4.184  -1.065
N5 0.505 -4.844 3.401  0.043
C34 1.693 -5.705 3.755  -0.832
C35 1.609 -7.089 3.269  -0.697
O8 0.279 -7.501 3.617  -0.354
C36 0.002 -8.889 3.381  -0.824
H69 4.771 -2.267 3.158  0.327
H70 3.621 -0.886 2.957  0.309
H71 3.549 -2.334 1.932  0.204
H72 1.252 -2.531 2.461  -0.381
H73 1.086 -1.543 3.944  0.430
H74 -0.443 -3.214 4.298  0.248
H75 0.982 -3.735 5.184  0.547
H76 -0.174 -5.492 3.776  0.256
H77 1.839 -5.682 4.835  0.433
H78 2.621 -5.234 3.430  0.395
H79 2.377 -7.771 3.635  0.494
H80 1.710 -7.012 2.187  0.280
H81 0.356 -9.095 2.371  0.335
H82 -1.074 -9.038 3.466  0.246
H83 0.582 -9.492 4.079  0.292
C37 -1.808 8.444 -5.448  -0.736
O9 -1.770 7.197 -4.772  -0.311
C38 -1.991 5.953 -5.551  -0.994
C39 -2.113 4.784 -4.560  -0.546
N6 -0.917 4.388 -3.878  -0.116
C40 -1.210 3.591 -2.709  -0.469
C41 0.105 3.428 -1.897  -0.156
O10 0.655 4.711 -1.512  -0.442
C42 1.743 4.592 -0.550  -0.806
H84 -1.920 9.274 -4.750  0.216
H85 -2.620 8.358 -6.171  0.306
H86 -0.906 8.586 -6.043  0.289
H87 -1.157 5.717 -6.212  0.367
H88 -2.897 6.017 -6.155  0.555
H89 -2.612 3.961 -5.071  0.074
H90 -2.891 5.082 -3.857  0.671
H91 -0.471 5.248 -3.593  0.364
H92 -1.710 2.671 -3.013  0.057
H93 -1.918 4.010 -1.995  0.567
H94 0.773 2.855 -2.540  0.163
H95 0.003 2.886 -0.957  0.139
H96 2.566 4.315 -1.208  0.329
H97 1.601 3.878 0.261  0.295
H98 2.243 5.495 -0.199  0.277
C43 -5.281 1.099 -1.040  -1.262
C44 -5.043 2.243 -2.028  0.224
O11 -5.478 3.413 -1.395  -0.523
H99 -6.349 0.926 -0.912  0.482
H100 -4.805 1.240 -0.069  0.342
H101 -4.801 0.163 -1.327  0.364
H102 -5.554 1.976 -2.953  0.187
H103 -3.990 2.232 -2.312  -0.170
H104 -6.369 3.282 -1.063  0.346
C45 -1.377 0.198 -0.681  -0.197
C46 -0.041 -0.644 -0.494  -0.315
O12 -0.116 -1.782 -1.377  -0.235
H105 -1.527 0.888 0.150  0.135
H106 -2.242 -0.458 -0.782  0.340
H107 -1.451 0.830 -1.566  -0.425
H108 0.050 -1.000 0.532  0.225
H109 0.795 0.004 -0.757  0.262
H110 -0.091 -2.556 -0.810  0.370
C47 -1.600 -5.578 0.626  -0.806
C48 -0.524 -4.981 -0.229  -0.295
O13 -0.200 -3.767 0.395  0.212
H111 -1.226 -5.697 1.643  0.088
H112 -1.784 -6.553 0.175  0.449
H113 -2.534 -5.018 0.666  0.027
H114 -0.725 -4.888 -1.296  0.376
H115 0.449 -5.454 -0.101  0.223
H116 0.038 -3.875 1.318  -0.308

Cartesian forces (eV/Å) of the 3 atoms listed first:
C 1.075 0.119 -0.015
C -1.230 0.921 1.142
C -0.462 0.616 0.318

=====

[2]
Density functional theory data (ωB97M-V with the def2-TZVPD basis set) for a cluster of 10 separate species, C48H118B4F16N6O5 in total at a distorted geometry.

The calculation puts the HOMO energy at -0.4799 Eh. For the max |F|, the calculation gives 4.08 eV/Å. The charge is +2. The orbital gap comes out at 9.8 eV.

Each line ends with the Mulliken charge.
Element x y z (Å)
C1 -5.027 -1.424 1.466  -1.641
C2 -3.618 -0.925 1.693  1.107
C3 -3.628 0.232 2.647  -1.372
N1 -2.675 1.386 2.422  1.410
C4 -1.227 0.878 2.344  -1.698
C5 -2.872 2.472 3.562  0.275
C6 -3.966 3.375 3.035  -1.108
C7 -3.676 3.500 1.567  -0.219
C8 -3.066 2.160 1.117  0.124
H1 -5.505 -1.744 2.409  0.308
H2 -5.087 -2.204 0.705  0.303
H3 -5.678 -0.696 0.995  0.522
H4 -3.344 -0.618 0.643  -0.655
H5 -2.918 -1.694 2.046  0.386
H6 -3.566 -0.161 3.721  0.246
H7 -4.549 0.739 2.453  0.585
H8 -0.658 1.696 2.016  0.547
H9 -1.113 0.010 1.727  0.067
H10 -1.003 0.532 3.338  0.721
H11 -1.902 2.988 3.625  -0.514
H12 -3.029 1.939 4.494  0.423
H13 -3.919 4.308 3.595  0.580
H14 -5.015 3.025 3.205  0.337
H15 -2.963 4.298 1.288  -0.180
H16 -4.601 3.763 0.981  0.497
H17 -2.195 2.286 0.516  -0.245
H18 -3.811 1.468 0.614  0.435
C9 2.185 3.675 -4.883  -1.917
C10 1.264 4.511 -4.025  -0.838
N2 0.125 3.770 -3.410  1.440
C11 -0.715 3.237 -4.562  -1.069
C12 0.603 2.445 -2.700  0.349
C13 1.603 2.677 -1.633  -1.128
C14 -0.703 4.603 -2.495  0.026
C15 -0.853 6.031 -3.014  -1.424
O1 -1.741 6.031 -4.137  -0.319
C16 -2.071 7.242 -4.721  -0.779
H19 2.494 2.713 -4.537  0.479
H20 3.080 4.261 -5.003  0.412
H21 1.645 3.538 -5.799  0.449
H22 0.907 5.336 -4.653  0.547
H23 1.806 4.864 -3.216  0.675
H24 -1.437 2.584 -4.128  0.255
H25 -0.069 2.695 -5.302  0.415
H26 -1.020 4.186 -4.997  0.416
H27 0.970 1.766 -3.477  0.157
H28 -0.340 2.022 -2.350  -0.201
H29 1.234 3.202 -0.791  0.289
H30 2.411 3.281 -1.958  0.541
H31 2.083 1.758 -1.326  -0.241
H32 -0.211 4.742 -1.509  -0.202
H33 -1.624 4.056 -2.330  0.452
H34 0.100 6.515 -3.209  0.405
H35 -1.366 6.496 -2.210  0.812
H36 -1.256 7.590 -5.402  0.281
H37 -2.226 7.969 -3.903  0.321
H38 -2.957 7.036 -5.281  0.253
C17 2.878 3.615 2.422  -1.119
C18 3.154 3.397 3.920  -0.880
N3 2.045 3.850 4.871  0.551
C19 2.665 3.672 6.224  -1.022
C20 1.691 5.288 4.611  0.727
C21 2.793 6.313 4.942  -1.630
C22 0.836 2.947 4.750  0.814
C23 -0.191 3.024 5.917  -1.187
O2 -0.795 4.288 6.057  -0.312
C24 -1.724 4.384 7.192  -0.948
H39 3.810 3.468 1.923  0.749
H40 2.479 4.589 2.183  0.393
H41 2.252 2.803 2.036  -0.094
H42 3.973 3.949 4.250  0.524
H43 3.318 2.333 4.216  0.665
H44 3.663 4.223 6.172  0.527
H45 2.792 2.620 6.408  0.368
H46 1.997 4.080 7.073  0.213
H47 0.821 5.518 5.341  0.174
H48 1.429 5.242 3.611  -0.360
H49 3.680 6.061 4.395  0.405
H50 3.091 6.376 5.984  0.324
H51 2.428 7.254 4.620  0.484
H52 1.250 1.958 4.730  -0.285
H53 0.320 3.147 3.813  -0.432
H54 0.356 2.668 6.815  0.774
H55 -0.912 2.301 5.598  0.587
H56 -1.153 4.333 8.094  0.367
H57 -2.501 3.680 7.007  0.298
H58 -2.089 5.352 7.107  0.291
C25 -4.338 -7.660 0.674  -1.318
C26 -4.313 -7.421 2.208  -0.388
N4 -4.235 -5.994 2.654  0.116
C27 -5.365 -5.186 1.998  -1.150
C28 -4.352 -5.936 4.215  -0.448
C29 -4.365 -4.504 4.836  -1.120
C30 -2.946 -5.308 2.179  -0.545
C31 -1.608 -5.611 2.823  -0.864
O3 -1.216 -6.930 2.646  -0.281
C32 -0.205 -7.203 3.585  -0.631
H59 -3.659 -8.514 0.467  0.378
H60 -3.883 -6.966 0.001  0.350
H61 -5.341 -7.973 0.263  0.306
H62 -3.488 -7.922 2.656  0.513
H63 -5.197 -7.883 2.714  0.491
H64 -5.226 -4.252 2.456  0.339
H65 -6.302 -5.612 2.119  0.347
H66 -5.043 -5.186 1.016  0.603
H67 -3.619 -6.592 4.721  0.446
H68 -5.363 -6.343 4.445  0.471
H69 -5.252 -3.983 4.469  0.345
H70 -3.373 -4.035 4.664  0.209
H71 -4.541 -4.552 5.899  0.469
H72 -3.117 -4.263 2.239  0.513
H73 -2.724 -5.638 1.070  0.258
H74 -1.867 -5.424 3.868  0.274
H75 -0.846 -4.899 2.433  0.536
H76 -0.009 -8.298 3.516  0.248
H77 -0.704 -6.931 4.575  0.329
H78 0.746 -6.624 3.326  0.234
C33 0.668 -3.431 -7.681  -1.482
C34 0.695 -3.105 -6.169  -0.093
N5 -0.552 -2.507 -5.603  1.029
C35 -0.518 -2.392 -4.130  -1.458
C36 -0.669 -1.129 -6.275  -0.351
C37 -1.813 -0.247 -5.861  -1.060
C38 -1.887 -3.216 -5.866  -0.688
C39 -1.790 -4.745 -5.848  -0.924
O4 -1.944 -5.173 -4.511  -0.162
C40 -2.373 -6.460 -4.383  -0.572
H79 0.900 -2.674 -8.375  0.428
H80 -0.256 -3.919 -7.988  0.320
H81 1.478 -4.124 -7.863  0.436
H82 1.448 -2.268 -6.008  0.153
H83 0.995 -3.994 -5.606  0.536
H84 -1.429 -1.932 -3.808  0.589
H85 0.320 -1.732 -3.907  0.288
H86 -0.453 -3.383 -3.648  0.170
H87 -0.755 -1.492 -7.286  0.547
H88 0.283 -0.615 -6.125  0.152
H89 -1.769 0.687 -6.357  0.556
H90 -1.912 -0.162 -4.791  -0.025
H91 -2.756 -0.720 -6.182  0.342
H92 -2.145 -2.876 -6.829  0.678
H93 -2.637 -2.888 -5.137  0.190
H94 -0.884 -5.099 -6.332  0.337
H95 -2.615 -5.192 -6.443  0.516
H96 -2.803 -6.533 -3.321  0.013
H97 -1.627 -7.296 -4.514  0.284
H98 -3.223 -6.744 -5.068  0.321
C41 4.707 -3.669 0.041  -1.327
C42 5.235 -2.477 -0.736  -0.656
N6 4.937 -1.121 -0.213  1.101
C43 3.481 -1.024 0.162  -1.298
C44 5.803 -0.822 1.040  -0.430
C45 5.287 0.322 1.949  -1.284
C46 5.126 -0.112 -1.272  -0.629
C47 6.422 -0.199 -2.008  -0.517
O5 7.433 0.437 -1.295  -0.285
C48 8.364 1.154 -2.024  -0.778
H99 4.897 -3.569 1.111  0.332
H100 5.304 -4.516 -0.341  0.427
H101 3.648 -3.937 -0.127  0.290
H102 4.933 -2.513 -1.760  0.380
H103 6.307 -2.652 -0.791  0.490
H104 3.159 0.032 0.181  0.322
H105 3.296 -1.516 1.110  0.642
H106 2.880 -1.535 -0.632  0.282
H107 6.709 -0.580 0.573  0.415
H108 5.788 -1.863 1.593  0.338
H109 4.318 0.284 2.378  0.160
H110 5.206 1.186 1.381  0.468
H111 5.986 0.402 2.768  0.534
H112 5.043 0.768 -0.703  0.584
H113 4.237 -0.139 -1.837  -0.160
H114 6.141 0.340 -2.963  0.427
H115 6.634 -1.234 -2.393  0.319
H116 9.293 0.545 -2.281  0.245
H117 8.663 2.002 -1.420  0.296
H118 7.958 1.611 -2.936  0.330
B1 1.698 -0.621 3.786  0.233
F1 1.775 0.563 2.996  -0.218
F2 2.518 -1.604 3.217  -0.335
F3 2.205 -0.217 5.001  -0.309
F4 0.262 -0.921 3.845  -0.336
B2 3.077 -0.504 -3.932  0.290
F5 3.736 0.743 -4.018  -0.375
F6 3.952 -1.504 -3.580  -0.167
F7 1.978 -0.359 -2.990  -0.244
F8 2.355 -0.688 -5.225  -0.481
B3 -0.391 5.084 1.316  0.265
F9 0.856 5.259 0.565  -0.429
F10 -0.358 6.002 2.338  -0.272
F11 -1.400 5.366 0.360  -0.434
F12 -0.491 3.694 1.768  -0.333
B4 -2.990 -0.389 -2.069  0.025
F13 -4.162 -0.056 -1.368  -0.278
F14 -2.199 -1.346 -1.372  -0.370
F15 -3.393 -1.017 -3.324  -0.243
F16 -2.120 0.755 -2.237  -0.167

Cartesian forces (eV/Å) of the 3 atoms listed first:
C -0.740 -0.756 0.400
C 0.748 0.209 -1.992
C -0.126 0.477 1.181